Entry 1:
21
Properties=species:S:1:pos:R:3:forces:R:3 method="wB97M-V/def2-TZVPD" total_charge=0 lumo_ev=0.726 de_lowest_kcal_mol=125.1 total_energy_ha=-457.5496 e_homo_ev=-8.420
C 0.47441 -0.81138 0.26209 -0.01 -0.06 -1.17
C 1.04307 -2.08311 -0.25712 0.51 0.39 -0.34
C 0.43657 -0.61076 1.74079 0.21 0.37 -0.26
C -1.72363 1.94956 0.08109 -0.02 -0.09 -0.52
N 0.93557 0.87045 -0.49391 0.79 -0.98 -0.55
N -1.52108 0.50805 -0.03129 0.07 0.62 0.11
C -0.32423 0.02204 -0.68476 -1.15 -0.86 1.48
O 1.58811 0.92570 -1.68397 0.02 -0.51 0.07
O -0.37522 -0.31676 -1.96512 0.61 0.44 0.55
H 0.75182 0.24689 -2.27208 -0.17 0.45 0.98
H 1.49239 1.15728 0.30979 -0.55 0.17 -0.28
H -2.29875 0.06337 -0.48657 -0.23 -0.04 -0.23
H 1.29236 -2.78481 0.53943 0.10 0.18 0.02
H -0.27086 -1.31986 2.17590 -0.10 0.11 -0.04
H 0.34746 -2.54921 -0.95628 0.02 0.10 -0.03
H 1.94661 -1.83111 -0.82580 0.06 -0.28 -0.06
H 1.41610 -0.81238 2.18176 0.00 -0.05 -0.02
H 0.13054 0.40104 1.99789 -0.19 -0.04 0.13
H -1.76251 2.45385 -0.89449 0.01 0.06 0.13
H -0.91361 2.39725 0.65908 -0.08 -0.01 0.03
H -2.66514 2.12392 0.60359 0.09 0.03 0.00



Entry 2:
20
Properties=species:S:1:pos:R:3:forces:R:3 method="wB97M-V/def2-TZVPD" total_charge=0 lumo_ev=-3.197 de_lowest_kcal_mol=162.4 total_energy_ha=-705.1339 e_homo_ev=-7.435
C 2.49074 1.33530 -1.01961 1.41 1.23 -1.14
C 1.21803 0.59830 -0.75466 -1.59 -1.43 0.40
S 1.21009 0.40015 1.04352 -0.54 -0.07 0.57
N 2.70824 1.65204 -2.48305 -0.77 0.52 0.97
H 3.37702 0.74170 -0.63060 -1.08 0.39 -0.71
H 2.57944 2.27527 -0.42554 -0.47 -0.52 -0.54
H 1.23611 -0.39179 -1.25076 0.28 0.31 0.22
H 0.20211 0.98358 -1.04651 1.41 0.60 -0.04
H 1.82872 1.89372 -2.98442 0.95 -0.40 0.75
H 3.14829 0.87895 -2.93552 0.07 -0.46 -0.39
C -2.53304 -1.25887 1.55403 2.98 -0.76 1.91
C -2.97611 -0.83697 0.30044 -0.49 0.79 1.35
C -1.01038 -1.54671 1.67661 -2.35 -0.07 0.31
N -1.43524 -0.24794 2.37157 -0.33 -1.67 -2.56
H -3.14462 -1.71090 2.35113 0.04 0.69 -0.37
H -3.58215 0.02241 0.19310 -0.91 0.71 0.05
H -2.82043 -1.36897 -0.57812 0.85 -0.92 -1.44
H -0.59479 -1.51245 0.67908 0.56 0.13 0.43
H -0.59452 -2.29987 2.34888 -0.30 0.23 -0.19
H -1.30752 0.39305 1.59044 0.28 0.67 0.43



Entry 3:
20
Properties=species:S:1:pos:R:3:forces:R:3 method="wB97M-V/def2-TZVPD" total_charge=0 lumo_ev=0.901 smiles=C[C@H]1N[C@@H](CN)[C@@H]1S de_lowest_kcal_mol=16.3 total_energy_ha=-705.3669 e_homo_ev=-8.867
C -0.40020 -1.79592 2.01108 -1.42 -0.97 -0.46
C 0.27844 -1.19610 0.82922 -0.73 1.26 0.08
N -0.33568 -1.38161 -0.51874 0.17 -0.18 0.34
C -0.07121 0.03568 -0.79913 0.00 0.38 -2.49
C -1.19812 0.77125 -1.55690 1.19 1.39 0.02
N -1.45638 0.31666 -2.92216 0.12 -0.35 0.20
C 0.18716 0.36905 0.65384 0.32 -1.00 -0.01
S 1.51494 1.46540 1.18403 -0.31 0.07 0.08
H -1.47660 -1.54323 2.12631 0.57 0.40 -0.33
H 0.08339 -1.50763 2.93071 0.35 -0.35 0.32
H -0.45234 -2.87898 1.80340 0.43 0.14 0.74
H 1.29649 -1.54477 0.76968 0.54 -0.02 0.05
H -1.33334 -1.50285 -0.48010 -0.49 -0.27 0.45
H 0.82569 0.01745 -1.46553 -0.24 0.59 0.63
H -2.12529 0.73410 -0.96340 0.20 0.09 -0.18
H -0.85064 1.85811 -1.66444 -0.71 -1.27 0.44
H -1.58737 -0.68548 -2.93541 -0.36 -0.27 0.16
H -0.60680 0.41228 -3.45960 0.20 0.37 -0.18
H -0.74887 0.72586 1.08603 0.10 0.11 0.26
H 2.50477 0.81962 0.56560 0.09 -0.13 -0.12